Formula: C22H33N4O6PRu
Source: OMol25
Level of theory: the ωB97M-V functional and the def2-TZVPD basis

Each line ends with the Mulliken spin population.
Positions of all 67 atoms, in Å:
C: -4.15093 -0.73046 1.71431  0.002
H: 5.03116 0.16280 1.01720  0.000
C: 1.96350 2.53954 0.93558  -0.006
H: 1.10507 3.21572 0.95338  0.001
H: -4.84233 -1.55807 1.50910  0.006
H: 1.37065 -4.21865 1.61492  -0.001
H: -2.18723 -3.94078 0.06784  -0.001
C: -0.34247 -1.15248 3.28630  0.001
C: -2.58877 -3.19446 0.76121  0.022
H: -3.66037 -3.38132 0.93136  0.001
C: 4.17094 0.84031 0.97608  -0.001
C: 0.35193 -3.47443 3.38575  0.002
H: -4.72029 0.20712 1.73594  0.004
H: -2.07053 -3.28829 1.72788  -0.006
C: 0.16468 -1.04720 1.98620  0.019
H: -1.69074 1.28012 2.54001  -0.003
C: -2.00459 0.24219 -2.62757  0.255
C: 3.25171 3.07209 0.84628  -0.008
N: -2.70643 0.50886 0.13141  0.054
O: -1.25675 -3.57917 -4.09691  0.005
H: -0.65846 -2.43060 4.99592  0.000
H: 3.38248 4.15276 0.77873  0.000
C: 0.77014 -2.16463 1.39941  0.024
C: 1.17389 2.05297 -2.13851  0.192
H: 3.42863 1.10220 -3.39892  -0.003
C: -0.73997 1.67736 2.16388  0.008
H: -2.32405 1.00122 -3.32354  0.061
H: -0.93784 2.62353 1.64377  0.001
H: -3.72306 -0.89654 2.71482  0.006
O: -2.97204 3.20816 -1.70329  0.033
P: 0.04277 0.50852 1.00035  0.049
H: -0.78054 0.33826 -3.04770  0.118
Ru: -1.16541 0.46294 -1.13589  1.144
C: 4.36103 2.21578 0.86828  0.004
H: 0.44072 -4.41469 3.93696  0.000
O: -0.87308 -2.57226 -1.29372  0.344
N: -1.45562 -1.54827 -0.75246  0.191
C: 2.88100 0.30941 1.06697  0.012
O: -0.42475 3.33882 -1.34082  0.640
C: 3.04703 0.40585 -2.63645  0.013
H: -0.68953 -2.99069 -4.57697  0.001
C: 1.64575 0.74045 -2.25995  0.215
H: 5.36837 2.63397 0.81127  0.000
H: -1.12625 -3.30494 -3.17492  -0.004
H: -3.19086 2.36514 -1.17004  -0.010
H: 0.47552 -2.05308 -1.59201  0.004
H: -0.79013 -0.28577 3.77621  0.001
O: 1.29499 -1.42221 -1.74892  0.139
C: -0.25937 -2.36662 3.98126  0.001
H: 2.54402 3.13731 -3.36839  0.006
H: -0.04445 1.84314 2.99635  0.004
H: 3.72655 0.49206 -1.77273  0.004
N: 0.75752 -0.17687 -1.80726  0.482
H: 2.74471 -0.76215 1.19299  0.002
H: -1.98805 3.00455 -1.69038  -0.014
H: 2.60556 3.58491 -1.65157  0.020
C: 0.86920 -3.37146 2.09362  -0.016
C: -3.07697 -0.70226 0.68305  0.004
C: 1.76837 1.15671 1.01757  0.017
O: -3.33130 1.55509 0.42209  0.386
C: -2.38638 -1.82669 0.20740  -0.014
C: 1.93487 3.29303 -2.47194  0.030
H: 1.22230 -2.08550 0.40838  0.009
N: -0.05262 2.18684 -1.53108  0.540
H: 1.27012 4.14637 -2.65196  0.012
H: -3.05563 -0.04845 -2.29071  -0.009
H: 3.10257 -0.61712 -3.02538  0.005

Computed properties:
- HOMO energy (spin up / spin down) (eV) = -10.03 / -12.13
- E_LUMO (spin up / spin down) (eV) = -4.488 / -5.963
- total charge = +1
- 2S+1 = 6
- E_tot (eV) = -53446.1750
- HOMO-LUMO gap (spin up / spin down) (eV) = 5.54 / 6.16
- max |F| (Eh/bohr) = 0.2054

***

Formula: C22H33NO3P2Pd
Source: OMol25
Level of theory: the ωB97M-V functional and the def2-TZVPD basis

Each line ends with the Mulliken spin population.
Positions of all 62 atoms, in Å:
P: 4.40735 0.35258 0.38556  0.098
H: -1.96254 1.63813 -0.34982  -0.001
C: 1.06916 -2.33432 0.49009  -0.024
H: -5.87606 -1.73082 -6.15997  0.000
H: 1.09292 2.26773 3.98713  0.015
C: -6.47321 0.80365 -2.41096  0.000
Pd: 2.09304 0.38380 0.42847  1.370
H: 7.86046 2.87373 2.74935  0.000
C: -2.10356 -0.44886 -0.04047  0.005
H: 4.07623 2.45069 4.70392  0.002
H: -1.92258 -3.09645 1.05753  0.000
H: 2.70620 0.90783 5.27541  0.019
H: 5.98292 -1.44020 0.81291  0.005
N: -0.26280 -1.96063 0.37900  0.012
H: -3.64785 0.90358 -0.50049  0.000
H: -8.56012 1.72387 -3.56798  0.000
H: -7.04302 -0.42899 -6.36100  0.000
P: 2.48870 0.64774 2.81858  0.276
C: -6.79695 0.50935 -3.67619  0.000
H: 0.11348 1.04674 3.07044  0.000
H: 5.67274 1.74758 -1.15859  0.019
H: 4.12575 1.16192 -1.87497  0.007
C: 6.40699 1.69496 1.69945  -0.013
H: 1.64737 -0.45448 4.81508  0.000
H: -0.22837 -4.61986 1.72472  0.000
H: 0.94359 2.39756 2.19501  -0.020
C: -8.04001 1.09122 -4.28203  0.000
C: -4.65486 -0.53650 -4.25657  0.000
H: -7.81059 1.69557 -5.15989  0.000
C: 4.59939 1.56492 -0.95613  0.043
H: 6.35093 3.34619 4.65465  0.001
C: -1.11606 -3.16590 0.33578  -0.001
C: 4.69397 2.20814 3.85509  0.004
H: -4.14136 -0.03115 -3.45252  0.000
C: 6.85733 2.46464 2.76586  0.003
O: 2.05687 -1.60083 0.47128  0.047
C: -0.68701 -0.65899 0.20540  -0.006
C: 5.10339 1.18651 1.72384  -0.025
H: -5.59176 0.41390 -1.92449  0.000
H: -2.76298 -1.30272 -0.02496  0.000
C: 2.58360 0.07863 4.55514  0.040
H: 7.05616 1.51580 0.84954  0.003
H: -1.52682 -3.29577 -0.66169  0.000
C: 4.87721 -1.35889 0.78897  -0.003
H: 4.49265 -2.04833 0.00995  0.001
H: 4.09956 2.51537 -0.67875  0.008
C: -6.60328 -1.11566 -5.63726  0.000
H: 3.43259 -0.62999 4.66113  -0.002
O: 0.11352 0.29950 0.25805  0.014
H: -8.73037 0.31098 -4.60312  0.000
H: -7.09432 1.45690 -1.81367  0.000
C: 1.01757 1.68769 3.04351  0.039
H: 4.46738 -1.64380 1.78009  -0.001
H: -0.12574 -5.10554 0.01891  0.000
C: 6.00124 2.73030 3.83688  0.003
H: -4.04917 -1.19103 -4.86806  0.000
C: 4.21434 1.40232 2.79688  0.064
C: -0.12229 -4.26710 0.70421  0.003
C: -5.96158 -0.37737 -4.49975  0.000
O: 1.18961 -3.63170 0.60733  -0.003
C: -2.59459 0.76337 -0.30733  -0.001
H: -7.40435 -1.76757 -5.28847  0.000

Computed properties:
- HOMO energy (spin up / spin down) (eV) = -11.90 / -11.90
- E_LUMO (spin up / spin down) (eV) = -6.565 / -7.823
- total charge = +2
- 2S+1 = 3
- E_tot (eV) = -53022.1191
- HOMO-LUMO gap (spin up / spin down) (eV) = 5.34 / 4.08
- max |F| (Eh/bohr) = 0.0560

***

Formula: C22H34AuF5NOS2Si3
Source: OMol25
Level of theory: the ωB97M-V functional and the def2-TZVPD basis

Each line ends with the Löwdin charge.
Positions of all 69 atoms, in Å:
Si: 1.76356 1.25250 -0.32257  0.490
H: 3.15404 -0.69329 3.87436  0.035
C: 2.40421 -0.10129 -1.50583  -0.310
H: -3.49104 1.68211 -2.32433  0.029
C: 2.28652 2.88593 -1.19636  -0.185
S: 0.40566 -3.99000 0.01237  -0.068
C: -0.14062 0.67066 3.12928  -0.183
H: -0.32543 4.10829 1.05548  0.007
H: -0.41376 3.91112 2.79386  0.018
C: -0.33086 0.90733 -3.21685  -0.176
C: 3.22299 -2.15038 -3.13982  -0.057
C: -2.56203 -2.36640 -1.67820  -0.287
H: 0.69836 1.22613 -3.34269  0.005
C: 2.10909 -2.23508 -2.32096  -0.167
H: 1.63073 -4.21617 3.97146  0.041
H: -0.23762 3.92806 -1.60832  -0.005
H: 3.10423 0.14454 1.48761  -0.013
C: -2.16068 -1.96734 -0.41043  -0.153
C: 3.51963 0.06511 -2.32011  -0.073
C: -3.16677 -1.93519 0.53840  -0.246
H: -0.33370 -0.17671 -3.24134  0.007
H: -1.61948 3.76737 -2.67214  0.019
S: 2.29683 -2.47350 2.45571  0.813
C: 3.94112 -0.96470 -3.14049  -0.076
O: 1.52414 -1.50668 1.66613  -0.691
F: -4.22814 -3.00370 -3.27306  0.090
F: -5.44925 -2.12149 1.21002  0.088
H: 4.04017 1.00901 -2.31217  0.091
H: 3.23657 -2.28534 4.66756  0.037
F: -6.15360 -2.81981 -1.34468  0.093
C: -4.50108 -2.20812 0.25119  -0.142
H: -3.40917 1.02403 -0.70148  0.004
H: 1.68696 -1.39767 4.58762  0.043
C: 1.11867 -3.66498 3.19222  -0.303
H: 1.05470 3.49246 1.92883  0.003
H: 2.66472 1.77077 1.98029  0.010
H: -2.87136 2.23032 2.72014  0.024
H: 1.49736 -3.12760 -2.28432  0.031
H: -1.84901 3.85373 -0.93705  0.011
F: -2.86552 -1.62039 1.81463  0.056
C: -1.20621 3.45700 -1.71650  -0.186
H: 1.87435 2.95191 -2.19616  0.014
C: 3.00283 1.16661 1.14451  -0.165
C: 2.61971 -1.61692 4.07787  -0.246
H: -2.97089 2.53843 1.00060  0.011
H: 4.81546 -0.85587 -3.77275  0.100
H: -0.89186 1.25412 -4.08053  0.025
C: -2.58225 1.85390 1.74426  -0.180
C: -4.86422 -2.55760 -1.04119  -0.137
Si: -1.08799 1.53671 -1.57553  0.429
H: -3.07342 0.90054 1.60844  0.005
H: 1.92784 3.74112 -0.63641  0.014
Au: -0.10959 -1.52099 -0.12994  0.804
N: 1.73037 -1.24476 -1.53090  -0.025
C: -3.87900 -2.65945 -2.01317  -0.148
H: 0.25930 -3.12893 3.57647  0.054
H: -0.51747 1.10193 4.05467  0.025
H: 3.36435 2.98756 -1.27837  0.015
Si: -0.68747 1.67409 1.59448  0.429
H: -3.03332 0.01244 -2.07150  0.003
C: -2.93160 1.01421 -1.67292  -0.161
H: 3.51957 -2.97649 -3.77092  0.099
H: 3.99142 1.51874 0.85414  0.026
H: 0.93970 0.61862 3.19727  -0.007
C: -0.02908 3.46775 1.87895  -0.182
H: 0.81195 -4.32514 2.38541  -0.084
H: -0.51413 -0.34428 3.05397  0.009
C: -0.08096 0.98674 -0.06495  -0.502
F: -1.64855 -2.45565 -2.66328  0.048

Computed properties:
- HOMO energy (spin up / spin down) (eV) = -4.22 / -4.22
- E_LUMO (spin up / spin down) (eV) = 2.086 / 2.086
- total charge = -1
- energy relative to the best compared isomer or geometry (same formula, charge and spin) (kJ/mol) = 102.09
- E_tot (eV) = -89488.1638
- HOMO-LUMO gap (spin up / spin down) (eV) = 6.30 / 6.30
- max |F| (Eh/bohr) = 0.0388

***

Formula: C22H34BF4O10
Source: OMol25
Level of theory: the ωB97M-V functional and the def2-TZVPD basis

Each line ends with the Löwdin charge.
Positions of all 71 atoms, in Å:
O: 0.99340 3.22749 2.89430  -0.141
C: -0.49022 -1.60180 4.56060  -0.008
C: -2.71545 -1.11552 -3.34661  -0.317
B: -0.28665 1.34628 -0.67261  -1.381
H: -1.03762 -1.49644 2.39217  0.136
H: -4.64123 -1.22652 -0.78325  0.034
H: -5.80167 -2.20252 -4.16313  0.117
H: -5.12443 1.44545 -0.51815  0.095
O: 0.46365 -1.36456 6.72022  -0.015
F: 0.37800 1.72878 0.48907  0.124
C: 1.79554 2.35883 3.57440  -0.200
C: 2.24415 -1.07167 -2.89755  -0.165
H: 1.13949 -0.84174 -2.97177  0.099
C: -4.97074 -1.46445 -3.92656  -0.010
H: -4.69628 2.91893 -1.43343  0.042
F: -0.89767 0.10007 -0.51182  0.124
H: 3.97016 0.23325 2.04343  0.109
H: 2.44365 -0.80717 -1.96794  0.013
O: 2.66851 -2.27578 -3.40052  -0.023
C: 2.15540 -1.83035 3.44279  -0.026
O: 6.67974 -0.52471 1.75889  0.023
C: 3.66492 0.75070 -0.03797  -0.001
H: -5.50229 3.15290 0.19199  0.085
H: -2.09126 1.08708 -3.11098  0.133
H: 6.21197 1.25791 -2.46921  0.122
H: -4.87256 -1.93654 0.97854  0.134
H: 7.50164 0.57956 -0.36163  0.042
C: 5.69636 1.06292 -1.47990  -0.008
F: 0.57483 1.40708 -1.71520  0.177
C: -0.20348 -1.62583 3.15549  -0.009
H: 7.59147 -0.66007 1.66631  0.064
O: -3.59716 2.55570 0.38678  -0.155
C: 4.50011 0.45344 1.06021  -0.018
O: 3.50433 1.77107 -2.26630  0.090
C: 1.98968 -1.78215 4.87274  0.001
H: -1.51329 -1.43355 5.01670  0.128
O: -1.59706 -1.74158 -2.79174  0.032
H: -2.79281 2.77902 -0.20602  0.092
C: -4.03347 -1.54696 0.07107  -0.258
H: -0.36708 -1.63417 7.20411  0.134
H: -2.59728 -0.50650 -0.10718  0.142
H: 2.75457 -0.30458 -3.45465  0.080
H: -3.62938 -3.03311 -3.81171  0.106
H: -4.32153 1.84057 -4.10557  0.125
C: 0.64868 -1.53527 5.38847  -0.361
H: -7.05578 -0.38295 -4.16570  0.186
H: 2.84693 2.16266 -1.97572  -0.054
H: 2.51553 0.95849 -0.15433  0.140
H: 2.69520 -1.82184 5.78069  0.129
H: 0.72858 2.76977 2.03827  0.081
O: -6.41962 0.47438 -4.15536  0.033
O: 1.40301 -1.29870 1.38701  0.003
H: 1.16940 1.75592 4.24890  0.074
C: -4.13706 0.79594 -3.77719  -0.037
H: 3.26440 -1.77396 3.18783  0.128
C: -2.82062 0.27899 -3.40703  0.036
F: -1.19353 2.34279 -0.90641  0.143
H: -1.01961 -1.14843 -2.38594  0.024
C: -4.74144 2.56579 -0.43155  -0.201
H: 2.25664 1.81824 2.70523  0.087
C: -3.71413 -1.98740 -3.70893  -0.054
C: 1.06626 -1.55872 2.65769  -0.423
C: 6.51457 0.55921 -0.41191  -0.013
O: -3.32402 -0.53805 0.72798  -0.185
C: 4.28856 1.18727 -1.27373  -0.273
C: 5.87782 0.15572 0.84602  -0.264
H: 2.40200 2.88305 4.28759  0.064
H: 0.86390 -1.88087 0.69975  0.183
H: -3.35866 -2.41992 -0.38237  0.102
H: 3.33089 -2.40208 -2.84514  -0.001
C: -5.22888 0.01117 -3.94249  -0.415

Computed properties:
- HOMO energy (eV) = -5.79
- E_LUMO (eV) = 2.340
- total charge = -1
- energy relative to the best compared isomer or geometry (same formula, charge and spin) (kJ/mol) = 170.23
- E_tot (eV) = -55386.3198
- HOMO-LUMO gap (eV) = 8.13
- max |F| (Eh/bohr) = 0.2641

***

> What is the formula in the third record?

C22H34AuF5NOS2Si3

***

> Which formula does entry 1 have?

C22H33N4O6PRu

***

> Which of these has the highest max |F|?

C22H34BF4O10